A 14-piece molecular cluster, C63H147O35P7 overall in a non-equilibrium geometry. Source: OMol25; level of theory: ωB97M-V with the def2-TZVPD basis set.

Bonds (Å) are listed after each position.
CARTESIAN COORDINATES (ANGSTROEM)
1 C 0.365 -7.869 -2.994  C2 1.510, H5 1.139, H6 1.112, H7 1.103
2 C 1.025 -6.610 -2.484  C1 1.510, O3 1.249, C4 1.498
3 O 0.464 -5.516 -2.706  C2 1.249
4 C 2.335 -6.586 -1.758  C2 1.498, H8 1.104, H9 1.115, H10 1.095
5 H 1.093 -8.587 -3.499  C1 1.139
6 H -0.490 -7.701 -3.685  C1 1.112
7 H 0.085 -8.508 -2.139  C1 1.103
8 H 3.213 -7.057 -2.234  C4 1.104
9 H 2.217 -7.205 -0.838  C4 1.115
10 H 2.562 -5.559 -1.451  C4 1.095
11 C 7.507 1.939 1.739  C12 1.529, H15 1.084, H16 1.052, H17 1.091
12 C 6.129 1.991 1.077  C11 1.529, O13 1.198, C14 1.511
13 O 6.018 1.944 -0.114  C12 1.198
14 C 4.969 2.144 2.032  C12 1.511, H18 1.120, H19 1.081, H20 1.103
15 H 7.674 2.878 2.254  C11 1.084
16 H 8.200 1.750 0.971  C11 1.052
17 H 7.492 1.146 2.489  C11 1.091
18 H 4.117 2.660 1.517  C14 1.120
19 H 5.233 2.774 2.870  C14 1.081
20 H 4.583 1.218 2.488  C14 1.103
21 C 6.213 -4.288 1.938  C22 1.455, H25 1.086, H26 1.129, H27 1.113
22 C 5.751 -5.558 2.476  C21 1.455, O23 1.210, C24 1.517
23 O 6.494 -6.263 3.121  C22 1.210
24 C 4.317 -5.989 2.232  C22 1.517, H28 1.089, H29 1.115, H30 1.092
25 H 5.504 -3.910 1.208  C21 1.086
26 H 7.248 -4.467 1.524  C21 1.129
27 H 6.260 -3.552 2.772  C21 1.113
28 H 4.101 -6.946 2.705  C24 1.089
29 H 4.387 -6.197 1.139  C24 1.115
30 H 3.590 -5.201 2.439  C24 1.092
31 C 2.690 -2.854 4.985  C32 1.487, H35 1.078, H36 1.047, H37 1.071
32 C 2.474 -2.454 3.570  C31 1.487, O33 1.242, C34 1.570
33 O 1.816 -3.127 2.759  C32 1.242
34 C 3.091 -1.089 3.098  C32 1.570, H38 1.078, H39 1.059, H40 1.081
35 H 3.730 -2.715 5.232  C31 1.078
36 H 2.349 -3.815 5.222  C31 1.047
37 H 2.170 -2.129 5.578  C31 1.071
38 H 4.058 -1.397 2.736  C34 1.078
39 H 3.254 -0.475 3.945  C34 1.059
40 H 2.469 -0.622 2.347  C34 1.081
41 C -0.807 -5.267 3.091  C42 1.531, H45 1.126, H46 1.101, H47 1.092
42 C -1.157 -5.166 1.604  C41 1.531, O43 1.222, C44 1.541
43 O -2.279 -5.485 1.240  C42 1.222
44 C 0.008 -4.843 0.648  C42 1.541, H48 1.108, H49 1.095, H50 1.114
45 H -0.397 -6.305 3.232  C41 1.126
46 H -1.741 -5.144 3.660  C41 1.101
47 H -0.092 -4.501 3.399  C41 1.092
48 H -0.185 -5.129 -0.404  C44 1.108
49 H 0.951 -5.232 1.045  C44 1.095
50 H 0.148 -3.737 0.659  C44 1.114
51 C -6.141 2.547 -2.593  C52 1.501, H55 1.076, H56 1.068, H57 1.103
52 C -6.612 1.232 -2.043  C51 1.501, O53 1.201, C54 1.569
53 O -7.480 0.549 -2.515  C52 1.201
54 C -5.809 0.793 -0.769  C52 1.569, H58 1.082, H59 1.094, H60 1.110
55 H -5.120 2.494 -2.929  C51 1.076
56 H -6.196 3.323 -1.861  C51 1.068
57 H -6.695 2.996 -3.434  C51 1.103
58 H -6.362 -0.020 -0.316  C54 1.082
59 H -5.647 1.636 -0.090  C54 1.094
60 H -4.820 0.466 -1.151  C54 1.110
61 C 4.538 6.584 0.211  C62 1.532, H65 1.113, H66 1.117, H67 1.090
62 C 4.376 5.276 -0.569  C61 1.532, O63 1.214, C64 1.562
63 O 3.761 4.306 -0.176  C62 1.214
64 C 5.127 5.212 -1.938  C62 1.562, H68 1.140, H69 1.093, H70 1.085
65 H 3.755 7.299 -0.127  C61 1.113
66 H 5.583 6.970 0.142  C61 1.117
67 H 4.281 6.324 1.238  C61 1.090
68 H 4.614 5.921 -2.668  C64 1.140
69 H 5.077 4.217 -2.388  C64 1.093
70 H 6.137 5.581 -1.794  C64 1.085
71 C 2.750 1.631 -2.766  C72 1.584, H82 1.114, H83 1.082, H84 1.103
72 C 2.255 1.106 -1.356  C71 1.584, O73 1.418, H85 1.111, H86 1.102
73 O 0.969 0.544 -1.557  C72 1.418, P74 1.614
74 P 0.346 -0.389 -0.395  O73 1.614, O75 1.489, O76 1.563, O79 1.555
75 O 0.856 0.117 0.910  P74 1.489
76 O -1.195 -0.362 -0.652  P74 1.563, C77 1.464
77 C -1.873 0.935 -0.655  O76 1.464, C78 1.517, H87 1.088, H88 1.101
78 C -1.994 1.666 -1.978  C77 1.517, H89 1.122, H90 1.061, H91 1.072
79 O 0.564 -1.885 -0.758  P74 1.555, C80 1.424
80 C 1.754 -2.345 -1.391  O79 1.424, C81 1.540, H92 1.087, H93 1.110
81 C 2.912 -2.628 -0.415  C80 1.540, H94 1.091, H95 1.119, H96 1.073
82 H 2.084 2.366 -3.273  C71 1.114
83 H 3.711 2.106 -2.623  C71 1.082
84 H 2.904 0.814 -3.491  C71 1.103
85 H 3.042 0.377 -1.070  C72 1.111
86 H 2.250 1.973 -0.676  C72 1.102
87 H -2.825 0.780 -0.151  C77 1.088
88 H -1.293 1.547 0.053  C77 1.101
89 H -2.692 1.008 -2.559  C78 1.122
90 H -2.502 2.573 -1.770  C78 1.061
91 H -1.062 1.848 -2.475  C78 1.072
92 H 1.470 -3.246 -1.928  C80 1.087
93 H 2.031 -1.615 -2.181  C80 1.110
94 H 2.534 -3.200 0.434  C81 1.091
95 H 3.722 -3.199 -0.933  C81 1.119
96 H 3.382 -1.729 -0.064  C81 1.073
97 C -5.601 3.775 2.213  C98 1.495, H108 1.072, H109 1.116, H110 1.114
98 C -4.270 3.095 2.240  C97 1.495, O99 1.464, H111 1.117, H112 1.116
99 O -3.157 4.045 2.199  C98 1.464, P100 1.601
100 P -2.170 4.191 3.452  O99 1.601, O101 1.487, O102 1.612, O105 1.590
101 O -2.326 2.986 4.310  P100 1.487
102 O -2.408 5.610 4.177  P100 1.612, C103 1.424
103 C -2.289 6.772 3.363  O102 1.424, C104 1.536, H113 1.093, H114 1.123
104 C -2.827 8.001 4.112  C103 1.536, H115 1.080, H116 1.091, H117 1.050
105 O -0.686 4.421 2.930  P100 1.590, C106 1.418
106 C -0.148 3.322 2.213  O105 1.418, C107 1.530, H118 1.093, H119 1.078
107 C 0.201 3.858 0.822  C106 1.530, H120 1.086, H121 1.117, H122 1.100
108 H -5.760 4.284 1.282  C97 1.072
109 H -6.348 2.955 2.332  C97 1.116
110 H -5.646 4.529 3.032  C97 1.114
111 H -4.114 2.582 3.221  C98 1.117
112 H -4.106 2.407 1.377  C98 1.116
113 H -1.238 6.976 3.146  C103 1.093
114 H -2.791 6.571 2.379  C103 1.123
115 H -2.189 8.368 4.903  C104 1.080
116 H -2.900 8.812 3.385  C104 1.091
117 H -3.804 7.909 4.484  C104 1.050
118 H 0.747 2.929 2.703  C106 1.093
119 H -0.964 2.625 2.129  C106 1.078
120 H 0.898 4.688 0.890  C107 1.086
121 H 0.692 3.109 0.156  C107 1.117
122 H -0.673 4.306 0.326  C107 1.100
123 C 4.119 1.687 -6.769  C124 1.493, H134 1.128, H135 1.099, H136 1.077
124 C 3.189 2.458 -5.892  C123 1.493, O125 1.513, H137 1.067, H138 1.063
125 O 2.916 3.762 -6.609  C124 1.513, P126 1.600
126 P 1.833 4.767 -5.995  O125 1.600, O127 1.438, O128 1.618, O131 1.611
127 O 1.467 5.920 -6.772  P126 1.438
128 O 0.545 3.846 -5.662  P126 1.618, C129 1.426
129 C -0.712 4.015 -6.314  O128 1.426, C130 1.560, H139 1.063, H140 1.100
130 C -1.695 2.971 -5.701  C129 1.560, H141 1.089, H142 1.105, H143 1.105
131 O 2.523 5.032 -4.564  P126 1.611, C132 1.446
132 C 1.748 5.850 -3.657  O131 1.446, C133 1.452, H144 1.112, H145 1.098
133 C 1.127 4.960 -2.693  C132 1.452, H146 1.089, H147 1.098, H148 1.080
134 H 4.964 2.353 -7.105  C123 1.128
135 H 4.412 0.735 -6.307  C123 1.099
136 H 3.584 1.362 -7.645  C123 1.077
137 H 2.208 2.049 -5.797  C124 1.067
138 H 3.523 2.636 -4.899  C124 1.063
139 H -1.075 4.967 -6.012  C129 1.063
140 H -0.560 3.924 -7.400  C129 1.100
141 H -2.706 3.080 -6.091  C130 1.089
142 H -1.341 1.940 -5.880  C130 1.105
143 H -1.629 2.995 -4.598  C130 1.105
144 H 2.417 6.576 -3.146  C132 1.112
145 H 1.054 6.422 -4.287  C132 1.098
146 H 0.613 5.516 -1.910  C133 1.089
147 H 0.349 4.275 -3.056  C133 1.098
148 H 1.868 4.395 -2.148  C133 1.080
149 C 0.196 -0.498 -5.377  C150 1.515, H160 1.087, H161 1.088, H162 1.112
150 C 1.512 -1.060 -5.874  C149 1.515, O151 1.452, H163 1.127, H164 1.092
151 O 2.379 -1.359 -4.747  C150 1.452, P152 1.579
152 P 3.647 -2.226 -5.113  O151 1.579, O153 1.450, O154 1.611, O157 1.522
153 O 4.678 -1.564 -5.887  P152 1.450
154 O 4.057 -2.739 -3.642  P152 1.611, C155 1.449
155 C 5.377 -2.435 -3.127  O154 1.449, C156 1.514, H165 1.074, H166 1.062
156 C 5.479 -1.038 -2.553  C155 1.514, H167 1.110, H168 1.118, H169 1.113
157 O 3.145 -3.555 -5.660  P152 1.522, C158 1.443
158 C 2.180 -4.409 -5.011  O157 1.443, C159 1.512, H170 1.087, H171 1.099
159 C 1.811 -5.359 -6.129  C158 1.512, H172 1.075, H173 1.082, H174 1.114
160 H 0.408 0.463 -4.914  C149 1.087
161 H -0.388 -0.343 -6.281  C149 1.088
162 H -0.317 -1.183 -4.666  C149 1.112
163 H 1.278 -2.055 -6.348  C150 1.127
164 H 2.008 -0.445 -6.628  C150 1.092
165 H 5.491 -3.163 -2.345  C155 1.074
166 H 6.078 -2.463 -3.923  C155 1.062
167 H 6.536 -0.768 -2.346  C156 1.110
168 H 5.084 -0.257 -3.248  C156 1.118
169 H 4.877 -0.869 -1.632  C156 1.113
170 H 2.587 -4.814 -4.088  C158 1.087
171 H 1.367 -3.757 -4.661  C158 1.099
172 H 1.615 -4.830 -7.044  C159 1.075
173 H 2.633 -6.022 -6.364  C159 1.082
174 H 0.947 -6.010 -5.863  C159 1.114
175 C -7.218 -3.624 -3.351  C176 1.526, H186 1.081, H187 1.093, H188 1.068
176 C -6.752 -2.437 -4.190  C175 1.526, O177 1.424, H189 1.046, H190 1.103
177 O -5.352 -2.599 -4.393  C176 1.424, P178 1.610
178 P -4.283 -1.396 -4.428  O177 1.610, O179 1.471, O180 1.581, O183 1.560
179 O -4.690 -0.271 -3.571  P178 1.471
180 O -2.948 -2.164 -4.072  P178 1.581, C181 1.424
181 C -2.602 -2.528 -2.739  O180 1.424, C182 1.509, H191 1.095, H192 1.084
182 C -3.096 -3.922 -2.441  C181 1.509, H193 1.100, H194 1.065, H195 1.109
183 O -4.094 -1.060 -5.939  P178 1.560, C184 1.423
184 C -3.581 0.193 -6.377  O183 1.423, C185 1.480, H196 1.093, H197 1.081
185 C -4.495 0.831 -7.351  C184 1.480, H198 1.087, H199 1.096, H200 1.108
186 H -7.017 -4.485 -3.973  C175 1.081
187 H -6.628 -3.706 -2.435  C175 1.093
188 H -8.244 -3.640 -3.058  C175 1.068
189 H -7.231 -2.420 -5.120  C176 1.046
190 H -6.934 -1.450 -3.735  C176 1.103
191 H -1.524 -2.351 -2.662  C181 1.095
192 H -3.061 -1.916 -1.971  C181 1.084
193 H -2.680 -4.701 -3.096  C182 1.100
194 H -2.928 -4.153 -1.415  C182 1.065
195 H -4.192 -3.971 -2.599  C182 1.109
196 H -3.410 0.791 -5.478  C184 1.093
197 H -2.655 -0.113 -6.844  C184 1.081
198 H -4.740 0.269 -8.249  C185 1.087
199 H -5.413 1.111 -6.821  C185 1.096
200 H -4.000 1.761 -7.692  C185 1.108
201 C -5.148 -3.164 0.509  C202 1.473, H212 1.094, H213 1.113, H214 1.072
202 C -5.792 -3.051 1.828  C201 1.473, O203 1.450, H215 1.106, H216 1.072
203 O -6.087 -1.688 2.226  C202 1.450, P204 1.580
204 P -5.056 -0.957 3.174  O203 1.580, O205 1.490, O206 1.583, O209 1.628
205 O -4.706 -1.642 4.450  P204 1.490
206 O -5.728 0.452 3.437  P204 1.583, C207 1.415
207 C -6.252 0.845 4.692  O206 1.415, C208 1.512, H217 1.066, H218 1.094
208 C -5.176 1.279 5.662  C207 1.512, H219 1.121, H220 1.088, H221 1.089
209 O -3.801 -0.556 2.216  P204 1.628, C210 1.426
210 C -2.492 -0.425 2.766  O209 1.426, C211 1.517, H222 1.122, H223 1.077
211 C -1.672 -1.682 2.543  C210 1.517, H224 1.093, H225 1.084, H226 1.090
212 H -4.772 -4.183 0.372  C201 1.094
213 H -5.826 -2.819 -0.304  C201 1.113
214 H -4.304 -2.505 0.478  C201 1.072
215 H -6.765 -3.576 1.856  C202 1.106
216 H -5.266 -3.540 2.624  C202 1.072
217 H -6.937 1.606 4.399  C207 1.066
218 H -6.808 -0.002 5.103  C207 1.094
219 H -4.387 1.855 5.112  C208 1.121
220 H -5.538 1.852 6.512  C208 1.088
221 H -4.615 0.400 5.977  C208 1.089
222 H -1.979 0.440 2.269  C210 1.122
223 H -2.480 -0.212 3.821  C210 1.077
224 H -1.500 -1.912 1.488  C211 1.093
225 H -0.694 -1.437 2.943  C211 1.084
226 H -2.058 -2.522 3.119  C211 1.090
227 C 3.604 2.437 8.758  C228 1.563, H238 1.134, H239 1.082, H240 1.133
228 C 2.766 1.383 9.550  C227 1.563, O229 1.423, H241 1.082, H242 1.066
229 O 2.420 0.283 8.717  C228 1.423, P230 1.596
230 P 1.016 0.168 7.966  O229 1.596, O231 1.468, O232 1.609, O235 1.564
231 O 0.853 -1.182 7.414  P230 1.468
232 O -0.028 0.582 9.119  P230 1.609, C233 1.477
233 C -0.682 -0.464 9.929  O232 1.477, C234 1.480, H243 1.093, H244 1.138
234 C 0.312 -1.042 10.861  C233 1.480, H245 1.101, H246 1.083, H247 1.122
235 O 1.029 1.411 7.016  P230 1.564, C236 1.507
236 C -0.055 1.283 5.976  O235 1.507, C237 1.528, H248 1.064, H249 1.098
237 C 0.564 0.812 4.661  C236 1.528, H250 1.080, H251 1.102, H252 1.093
238 H 3.042 2.784 7.837  C227 1.134
239 H 3.946 3.268 9.361  C227 1.082
240 H 4.531 1.896 8.395  C227 1.133
241 H 3.296 0.879 10.347  C228 1.082
242 H 1.902 1.769 10.042  C228 1.066
243 H -1.522 0.008 10.444  C233 1.093
244 H -1.107 -1.216 9.187  C233 1.138
245 H 1.166 -1.481 10.322  C234 1.101
246 H 0.779 -0.337 11.538  C234 1.083
247 H -0.129 -1.906 11.425  C234 1.122
248 H -0.852 0.687 6.351  C236 1.064
249 H -0.520 2.273 5.874  C236 1.098
250 H -0.174 0.870 3.874  C237 1.080
251 H 1.429 1.427 4.367  C237 1.102
252 H 0.815 -0.247 4.760  C237 1.093

Its LUMO energy is 0.00877 Eh. The calculation puts the frontier orbital gap at 9.4 eV. As for the charge: 0. As for the HOMO energy: -0.338 Ha. As for the spin multiplicity: 1. For the electronic energy, the calculation gives -7512.25004 hartree.